Here is 2 unconnected molecules or ions with the total composition C6H12O from the OMol25 dataset. Energies are from ωB97M-V/def2-TZVPD.

Structure (XYZ):
```
19
Properties=species:S:1:pos:R:3:lowdin_charge:R:1
C -1.7185 0.1223 -0.9873 -0.10
C -0.7820 0.8250 0.0080 -0.21
C 0.6645 0.2920 -0.0148 -0.46
C 1.4381 0.6651 -1.2611 -0.05
C 1.5052 0.0599 1.2128 0.00
C 1.1018 -1.0075 0.5932 -0.02
O -0.8866 -1.7206 2.0957 -0.06
H -1.7699 -0.9560 -0.7896 0.07
H -1.3724 0.2445 -2.0196 0.07
H -2.7408 0.5202 -0.9411 0.07
H -1.2214 0.7723 1.0143 0.10
H -0.7589 1.8964 -0.2400 0.11
H 0.9322 0.3289 -2.1725 0.07
H 1.6061 1.7464 -1.3066 0.08
H 2.4069 0.1617 -1.1982 0.08
H -0.2848 -0.9715 2.2287 0.01
H 2.2029 0.4794 1.9217 0.10
H 1.1701 -2.0716 0.4325 0.12
H -1.4924 -1.3869 1.4238 0.02
```

The calculation puts the highest occupied orbital energy at -9.3971 eV. The relative energy (zero: lowest compared OMol25 entry of this formula, charge and spin) comes out at 3.0113 eV. As for the largest force on an atom: 0.009 Eh/bohr.


Here is 2 unconnected molecules or ions with the total composition C5H13N2 from the OMol25 dataset. Energies are from ωB97M-V/def2-TZVPD.

Structure (XYZ):
```
20
Properties=species:S:1:pos:R:3:lowdin_charge:R:1
C -0.9235 1.6839 1.8530 0.00
C 1.2814 2.1134 0.9781 0.14
N 0.2064 1.4503 0.9454 -0.03
H -1.1271 0.7739 2.4093 0.10
H -1.7689 1.9425 1.2185 0.11
H -0.6917 2.4795 2.5532 0.10
H 1.4872 2.7641 1.8203 0.12
H 2.0013 1.9955 0.1780 0.12
H 0.0092 0.7554 0.1030 0.09
C -0.2832 -2.8162 -0.2594 -0.08
C 0.5921 -1.6373 -0.6551 -0.26
C -0.5060 -0.1658 -2.1315 0.02
N -0.1900 -0.4171 -0.9381 -0.07
H 0.3893 -3.6465 -0.0387 0.08
H -0.8648 -2.6067 0.6316 0.07
H -0.9037 -3.1908 -1.0671 0.08
H 1.1637 -1.8984 -1.5467 0.11
H 1.2836 -1.4104 0.1517 0.11
H -0.3656 -0.8677 -2.9556 0.10
H -0.9369 0.7943 -2.4022 0.09
```

The calculation puts the highest occupied orbital energy at -14.3372 eV. The total charge is +1. The relative energy (zero: lowest compared OMol25 entry of this formula, charge and spin) comes out at 2.3516 eV. As for the largest force on an atom: 0.017 Eh/bohr.


Here is C2H3NO2 in the gas phase from the OMol25 dataset. Energies are from ωB97M-V/def2-TZVPD.

Structure (XYZ):
```
8
Properties=species:S:1:pos:R:3:lowdin_charge:R:1
C -0.4459 -0.2806 -0.2883 -0.48
C 0.3924 0.8744 -0.7463 -0.18
H -0.4819 -1.5738 1.3261 0.10
H 0.3436 -0.0412 1.7156 0.12
H 1.3169 1.1761 -0.2257 0.12
N -0.0249 -0.7212 1.0081 0.12
O -1.1748 -0.8960 -1.0345 0.10
O 0.0746 1.4623 -1.7550 0.09
```

The calculation puts the highest occupied orbital energy at -10.2163 eV. The relative energy (zero: lowest compared OMol25 entry of this formula, charge and spin) comes out at 0.7765 eV. As for the largest force on an atom: 0.054 Eh/bohr.


Here is 10 unconnected molecules or ions with the total composition H20O10 from the OMol25 dataset. Energies are from ωB97M-V/def2-TZVPD.

Structure (XYZ):
```
30
Properties=species:S:1:pos:R:3:lowdin_charge:R:1
O 0.7443 2.6518 -2.2768 -0.06
H 1.5880 2.9756 -1.9463 0.04
H 0.5962 1.8188 -1.8091 -0.02
O -2.5595 -0.1860 -1.4156 -0.06
H -1.6326 -0.0807 -1.1486 -0.02
H -3.0640 0.3127 -0.7669 0.04
O 0.7982 -0.4561 2.7055 -0.07
H 0.8551 -0.1037 3.5980 0.04
H -0.1035 -0.8078 2.6428 0.01
O -1.1612 -2.5606 2.7558 -0.07
H -0.7476 -3.4062 2.9512 0.05
H -0.9989 -2.4304 1.8015 -0.01
O 0.2311 0.3177 -0.5973 -0.08
H 0.0860 0.9180 0.1542 0.02
H 0.3824 -0.5555 -0.2053 0.04
O 1.0818 4.6372 0.5907 -0.05
H 0.4845 3.8875 0.7163 -0.01
H 1.1886 5.0403 1.4580 0.03
O -0.7970 -2.3789 -0.0431 -0.06
H -0.0689 -2.8219 -0.5152 0.03
H -1.5607 -2.4401 -0.6304 0.06
O -0.3801 2.0652 1.6218 -0.04
H 0.3478 2.3627 2.1798 0.06
H -1.0787 2.7235 1.7219 0.07
O 1.7748 -3.1028 -1.1629 -0.05
H 2.0993 -2.1943 -1.1522 0.05
H 1.6357 -3.2738 -2.1019 0.05
O 0.4360 -1.1234 -3.1409 -0.05
H -0.4339 -1.5174 -3.2648 0.04
H 0.2568 -0.2714 -2.7199 0.01
```

The calculation puts the highest occupied orbital energy at -11.0011 eV. The relative energy (zero: lowest compared OMol25 entry of this formula, charge and spin) comes out at 2.1166 eV. As for the largest force on an atom: 0.008 Eh/bohr.


Here is a molecular structure, C3H6LiO5Pt from the OMol25 dataset. Energies are from ωB97M-V/def2-TZVPD.

Structure (XYZ):
```
16
Properties=species:S:1:pos:R:3:lowdin_charge:R:1
H -2.7523 -0.3557 0.4831 0.11
C -1.8721 -0.0837 -0.1308 -0.36
C -0.6751 -0.7507 0.5222 -0.29
O 0.2192 -1.2912 -0.4230 -0.14
Li -2.7735 2.5943 -0.3466 0.65
O -1.5890 1.2740 -0.3047 -0.67
H -2.0858 -0.5574 -1.1084 0.12
H -0.9452 -1.4880 1.2947 0.13
H -0.2399 0.0050 1.1984 0.10
C 2.1764 0.1649 0.1352 -0.72
O 2.5877 0.7347 1.1553 0.07
O 2.7770 -0.9277 -0.4048 0.11
H 2.6457 -1.6614 0.2072 0.13
Pt 0.3745 2.0434 -0.3460 1.00
O 1.5212 0.8583 -0.7775 -0.39
H 0.6311 -0.5591 -1.1542 0.17
```

The calculation puts the highest occupied orbital energy (alpha / beta) at -5.8847 / -9.1947 eV. Its multiplicity is 4. The expectation value of S² is 3.76. The relative energy (zero: lowest compared OMol25 entry of this formula, charge and spin) comes out at 0.0000 eV. As for the largest force on an atom: 0.227 Eh/bohr.


Here is a molecular structure, C37H35CoN6O2S4 from the OMol25 dataset. Energies are from ωB97M-V/def2-TZVPD.

Structure (XYZ):
```
85
Properties=species:S:1:pos:R:3:lowdin_charge:R:1
Co -0.1712 1.2609 0.9333 0.21
C 1.6244 4.8573 4.3245 -0.48
S 1.9116 3.1235 4.7072 0.80
C 1.2755 2.2930 3.2727 -1.09
S 0.6156 3.1565 1.9600 0.71
N 1.4000 1.0049 3.4195 -0.10
N 0.9455 0.2695 2.3342 -0.06
C 1.0829 -0.9876 2.5216 -0.09
C 0.8412 -2.0327 1.5170 -0.28
C 0.5331 -3.3190 1.9529 -0.02
C 0.3775 -4.3230 1.0133 -0.07
C 0.5574 -4.0174 -0.3228 -0.07
C 0.8683 -2.7079 -0.6597 -0.15
N 1.0071 -1.7318 0.2266 0.12
H 1.9892 5.4132 5.1889 0.02
H 0.5658 5.0590 4.1798 0.02
H 2.1716 5.1620 3.4356 0.02
H 1.4437 -1.3145 3.4953 0.12
H 0.4058 -3.5140 3.0101 0.11
H 0.1167 -5.3275 1.3218 0.10
H 0.4406 -4.7649 -1.0954 0.10
H 1.0025 -2.4234 -1.6992 0.12
C -6.1016 -0.9907 -5.5626 -0.07
C -5.4253 -0.8118 -4.2284 -0.30
C -5.8198 -1.5459 -3.1162 -0.06
C -5.1941 -1.3859 -1.8868 -0.01
C -4.1642 -0.4671 -1.7549 -0.36
C -3.7490 0.2732 -2.8577 0.00
C -4.3785 0.0959 -4.0784 -0.04
S -1.9801 -0.9375 -0.4184 0.90
O -3.5730 -0.2719 -0.5362 -0.26
O -2.2539 -2.3742 -0.2701 -0.45
N -1.5665 -0.2267 0.9450 -0.26
C -2.2372 -0.3576 2.1420 -0.38
C -3.1238 -1.4077 2.4563 -0.02
C -3.6859 -1.4376 3.7126 -0.09
C -3.3658 -0.4525 4.6448 -0.10
C -2.4882 0.5376 4.2445 -0.15
N -1.9465 0.6030 3.0319 0.12
H -6.9051 -1.7253 -5.4996 0.07
H -5.3959 -1.3335 -6.3226 0.07
H -6.5334 -0.0531 -5.9194 0.07
H -6.6289 -2.2622 -3.2126 0.10
H -5.4879 -1.9650 -1.0212 0.12
H -2.9467 0.9895 -2.7348 0.10
H -4.0528 0.6816 -4.9321 0.11
H -3.3316 -2.1678 1.7190 0.09
H -4.3708 -2.2372 3.9719 0.10
H -3.7801 -0.4516 5.6439 0.08
H -2.2008 1.3328 4.9262 0.10
C 6.8045 -0.1372 0.3171 -0.05
C 5.5078 -0.9469 0.1875 -0.56
C 5.8210 -2.3204 -0.4221 -0.05
C 4.9323 -1.1679 1.5873 -0.06
C 4.5263 -0.2057 -0.7190 -0.17
C 4.8798 0.0643 -2.0564 -0.05
C 4.0282 0.7185 -2.9227 -0.09
C 2.7754 1.1047 -2.4521 -0.47
S 1.4905 1.9615 -3.2505 1.09
C 0.5562 1.8863 -1.7758 -0.50
N 1.1277 1.2514 -0.7988 0.07
C 2.3975 0.8258 -1.1386 -0.27
C 3.2849 0.1944 -0.2684 0.04
C -0.7496 2.4973 -1.5672 -0.25
C -1.4189 3.2288 -2.5514 -0.08
C -2.6461 3.7905 -2.2550 -0.12
C -3.1897 3.6035 -0.9822 -0.09
C -2.5120 2.8742 -0.0182 -0.10
C -1.2578 2.3056 -0.2704 -0.20
H 7.5165 -0.6622 0.9594 0.08
H 6.6025 0.8414 0.7565 0.09
H 7.2786 0.0207 -0.6529 0.07
H 6.5184 -2.8673 0.2179 0.08
H 6.2717 -2.2292 -1.4118 0.07
H 4.9083 -2.9118 -0.5206 0.09
H 5.6613 -1.7050 2.1986 0.08
H 4.0177 -1.7646 1.5529 0.08
H 4.7028 -0.2256 2.0882 0.09
H 5.8507 -0.2460 -2.4240 0.10
H 4.3303 0.9262 -3.9414 0.10
H 2.9581 0.0283 0.7450 0.08
H -0.9830 3.3578 -3.5376 0.09
H -3.1845 4.3597 -3.0028 0.09
H -4.1607 4.0283 -0.7516 0.09
H -2.9640 2.7338 0.9583 0.10
```

The calculation puts the highest occupied orbital energy (alpha / beta) at -4.7588 / -4.5770 eV. Its multiplicity is 2. The total charge is -1. The expectation value of S² is 0.76. The relative energy (zero: lowest compared OMol25 entry of this formula, charge and spin) comes out at 0.2240 eV. As for the largest force on an atom: 0.007 Eh/bohr.